[1]
Computed, not measured: 9 unconnected molecules or ions with the total composition C21H45N3O24, with ωB97M-V/def2-TZVPD.

Computed properties:
Max |F| (eV/Å): 5.828
HOMO energy (alpha / beta) (Eh): -0.015 / -0.151
Charge: -1
Spin multiplicity: 2
DFT total energy (eV): -76105.2319
Kohn-Sham gap (alpha / beta) (eV): 2.229 / 5.948

Last column: Mulliken spin population.
Geometry (Å):
1 C -2.70 4.41 1.86  0.0134
2 O -2.93 5.04 3.14  -0.0019
3 C -2.74 4.28 4.20  -0.0002
4 O -2.82 3.04 4.32  0.0000
5 O -2.27 5.07 5.29  0.0000
6 C -2.01 4.46 6.60  0.0000
7 H -2.92 5.00 0.97  -0.0048
8 H -3.37 3.56 1.76  0.0002
9 H -1.63 4.25 1.76  -0.0010
10 H -2.05 5.28 7.31  0.0000
11 H -1.02 4.00 6.60  0.0000
12 H -2.72 3.70 6.94  0.0000
13 C 2.09 0.76 3.33  -0.0001
14 O 2.36 -0.52 3.86  0.0000
15 C 1.53 -1.51 3.74  0.0000
16 O 0.50 -1.43 3.08  -0.0003
17 O 1.97 -2.63 4.28  0.0000
18 C 3.14 -2.74 5.05  0.0000
19 H 2.55 0.76 2.34  -0.0002
20 H 2.64 1.55 3.84  -0.0001
21 H 1.07 1.14 3.34  0.0002
22 H 3.04 -3.54 5.79  0.0000
23 H 3.45 -1.88 5.65  0.0000
24 H 3.92 -3.11 4.38  0.0000
25 C -2.03 -3.55 -1.90  -0.0007
26 O -1.31 -3.35 -3.15  -0.0011
27 C 0.01 -3.59 -3.22  0.0040
28 O 0.77 -3.81 -2.28  -0.0003
29 O 0.42 -3.60 -4.54  -0.0014
30 C 1.83 -3.70 -4.85  -0.0011
31 H -1.83 -4.58 -1.63  0.0000
32 H -3.11 -3.52 -2.05  0.0003
33 H -1.76 -2.98 -1.00  0.0006
34 H 2.01 -3.79 -5.92  -0.0001
35 H 2.35 -4.51 -4.33  -0.0002
36 H 2.35 -2.77 -4.61  0.0008
37 C -1.02 0.10 6.08  0.0000
38 O -0.99 -1.24 6.59  0.0000
39 C -0.01 -1.65 7.35  0.0000
40 O 0.97 -0.92 7.66  0.0000
41 O -0.17 -2.89 7.59  0.0000
42 C 0.69 -3.63 8.41  0.0000
43 H -1.76 0.24 5.30  0.0000
44 H -0.12 0.50 5.61  0.0000
45 H -1.27 0.83 6.86  0.0000
46 H 1.64 -3.81 7.90  0.0000
47 H 0.27 -4.60 8.65  0.0000
48 H 0.80 -3.13 9.37  0.0000
49 C 6.80 -1.84 -4.60  0.0000
50 O 5.67 -0.98 -4.74  -0.0007
51 C 5.08 -0.60 -3.59  0.0029
52 O 5.24 -1.16 -2.51  -0.0005
53 O 4.20 0.48 -3.79  -0.0043
54 C 3.36 0.83 -2.75  -0.0112
55 H 7.55 -1.52 -3.87  0.0000
56 H 7.37 -1.74 -5.52  0.0001
57 H 6.47 -2.87 -4.67  0.0000
58 H 3.04 -0.07 -2.23  0.0018
59 H 2.47 1.30 -3.17  0.0146
60 H 3.94 1.46 -2.08  -0.0012
61 C -0.49 0.07 -2.82  -0.0474
62 O -0.35 0.48 -1.55  -0.0067
63 C -1.37 0.36 -0.74  0.0722
64 O -2.57 0.05 -1.05  -0.0166
65 O -0.96 0.63 0.52  -0.0089
66 C -1.91 0.56 1.52  0.0009
67 H 0.21 0.55 -3.51  0.0099
68 H -1.49 0.30 -3.18  0.0067
69 H -0.29 -1.00 -2.89  -0.0090
70 H -2.50 -0.35 1.46  0.0003
71 H -2.63 1.38 1.40  0.0028
72 H -1.43 0.60 2.50  -0.0008
73 C -1.64 5.05 -4.19  0.0269
74 N -1.16 3.82 -4.81  0.4526
75 O -1.47 3.59 -6.00  0.2542
76 O -0.43 3.07 -4.16  0.2121
77 H -2.65 5.26 -4.55  0.0095
78 H -0.95 5.81 -4.58  0.0008
79 H -1.54 4.95 -3.11  0.0051
80 C 0.77 -1.29 -8.08  0.0031
81 N 1.38 -1.00 -6.78  -0.0034
82 O 2.55 -1.44 -6.67  0.0060
83 O 0.70 -0.41 -5.97  0.0132
84 H 0.85 -0.45 -8.77  -0.0017
85 H -0.28 -1.59 -8.00  -0.0001
86 H 1.31 -2.20 -8.37  -0.0001
87 C -5.21 0.49 -1.36  0.0029
88 N -6.52 0.96 -2.01  0.0053
89 O -6.68 2.16 -2.12  -0.0030
90 O -7.35 0.10 -2.10  -0.0005
91 H -5.33 0.37 -0.28  0.0000
92 H -4.49 1.28 -1.61  0.0066
93 H -5.04 -0.43 -1.91  -0.0005



[2]
Computed, not measured: C3H12N3OPS in the gas phase, with ωB97M-V/def2-TZVPD.

Computed properties:
Max |F| (eV/Å): 4.668
SMILES string: CN(C)[P@@](O)(=S)N(C)N
HOMO energy (Eh): -0.326
Charge: 0
DFT total energy (eV): -29946.3461
Energy relative to the best compared isomer or geometry (same formula, charge and spin) (eV): 0.760
Kohn-Sham gap (eV): 9.553

Last column: natural (NBO) charge in e.
Geometry (Å):
1 C -1.42 0.96 1.28  -0.4111
2 N -1.17 -0.09 0.31  -0.8219
3 C -2.38 -0.63 -0.29  -0.4059
4 P 0.28 -0.93 0.17  1.7943
5 O 1.19 -0.80 1.90  -0.9812
6 S 0.39 -2.82 -0.17  -0.5528
7 N 1.37 0.01 -0.74  -0.6325
8 C 1.28 1.34 -1.26  -0.3950
9 N 2.64 -0.51 -0.97  -0.6677
10 H -2.41 1.45 0.95  0.2082
11 H -1.54 0.68 2.39  0.2125
12 H -0.62 1.83 1.22  0.2153
13 H -2.21 -1.49 -0.98  0.2410
14 H -3.11 -0.92 0.48  0.1950
15 H -2.88 0.21 -0.88  0.1931
16 H 0.66 -1.51 2.34  0.4677
17 H 0.66 1.43 -2.17  0.1875
18 H 1.03 2.03 -0.60  0.1857
19 H 2.27 1.62 -1.63  0.2326
20 H 3.11 -0.38 -0.11  0.3502
21 H 2.85 -1.49 -1.25  0.3850



[3]
Computed, not measured: a molecular structure, C33H36CrN9O2S2, with ωB97M-V/def2-TZVPD.

Computed properties:
Max |F| (eV/Å): 0.383
HOMO energy (alpha / beta) (Eh): -0.471 / -0.472
Charge: +2
Spin multiplicity: 4
DFT total energy (eV): -102392.9339
Energy relative to the best compared isomer or geometry (same formula, charge and spin) (eV): 0.618
Kohn-Sham gap (alpha / beta) (eV): 7.312 / 7.307

Last column: Mulliken spin population.
Geometry (Å):
1 Cr -0.16 0.17 0.62  3.1930
2 C 0.60 0.21 -2.67  -0.0144
3 N 0.24 0.98 -1.44  -0.0721
4 C -1.02 1.73 -1.76  0.0037
5 C -2.23 0.99 -1.25  0.0391
6 C -3.48 1.13 -1.81  -0.0007
7 C -4.54 0.43 -1.27  0.0114
8 C -4.32 -0.42 -0.20  -0.0065
9 C -3.04 -0.52 0.31  0.0321
10 N -2.02 0.18 -0.20  -0.1153
11 C 1.34 1.94 -1.18  0.0046
12 C 0.99 2.80 0.00  0.0310
13 C 1.54 4.05 0.22  -0.0020
14 C 1.07 4.80 1.29  0.0061
15 C 0.04 4.29 2.07  -0.0032
16 C -0.45 3.03 1.80  0.0311
17 N 0.04 2.28 0.79  -0.0928
18 C 1.61 -0.87 -2.48  0.0552
19 C 2.78 -0.91 -3.23  0.0010
20 C 3.61 -2.01 -3.11  -0.0002
21 C 3.24 -3.03 -2.24  0.0019
22 C 2.06 -2.88 -1.53  0.0060
23 N 1.26 -1.83 -1.63  0.0144
24 H 0.96 0.93 -3.41  -0.0030
25 H -0.32 -0.22 -3.07  -0.0087
26 H -1.11 1.87 -2.84  0.0006
27 H -1.00 2.72 -1.32  0.0005
28 H -3.62 1.79 -2.66  0.0003
29 H -5.53 0.53 -1.69  0.0004
30 H -5.12 -1.00 0.24  -0.0003
31 H -2.81 -1.16 1.14  -0.0045
32 H 1.51 2.58 -2.06  0.0049
33 H 2.25 1.37 -1.01  -0.0178
34 H 2.30 4.43 -0.44  -0.0001
35 H 1.48 5.78 1.49  0.0000
36 H -0.38 4.86 2.89  -0.0003
37 H -1.25 2.60 2.37  0.0004
38 H 3.02 -0.10 -3.91  -0.0003
39 H 4.53 -2.08 -3.68  0.0000
40 H 3.85 -3.92 -2.13  0.0001
41 H 1.73 -3.67 -0.86  0.0009
42 N -0.11 -1.87 0.92  -0.0570
43 C 0.38 -2.74 1.51  0.0441
44 N 0.90 -3.64 2.28  0.0047
45 C 1.47 -4.92 1.81  0.0004
46 C 0.88 -6.08 2.60  0.0003
47 C 0.49 -5.65 4.03  0.0007
48 C 1.40 -4.53 4.52  0.0000
49 C 1.14 -3.27 3.71  0.0111
50 H 2.55 -4.85 1.94  0.0001
51 H 1.27 -5.01 0.75  0.0000
52 H 1.62 -6.88 2.64  -0.0003
53 H 0.01 -6.48 2.08  0.0000
54 H 0.53 -6.51 4.70  0.0000
55 H -0.54 -5.29 4.04  -0.0005
56 H 2.45 -4.83 4.44  0.0001
57 H 1.22 -4.30 5.57  -0.0001
58 H 1.98 -2.58 3.75  0.0002
59 H 0.24 -2.76 4.07  -0.0034
60 N -1.86 -4.75 6.68  0.0003
61 C -1.81 -3.55 6.03  0.0000
62 C -1.19 -2.44 6.61  0.0001
63 C -1.12 -1.24 5.93  0.0010
64 C -1.64 -1.13 4.64  0.0059
65 C -2.26 -2.23 4.06  0.0028
66 C -2.34 -3.43 4.73  -0.0005
67 S -1.53 0.38 3.79  0.0044
68 O -2.75 0.63 3.08  0.0026
69 O -0.98 1.36 4.70  -0.0035
70 N -0.41 0.14 2.61  -0.0049
71 C 0.92 0.31 2.83  -0.0315
72 S 1.85 0.73 4.20  0.0051
73 C 3.27 0.72 3.20  0.0055
74 C 2.96 0.45 1.92  0.0065
75 N 1.62 0.19 1.71  -0.0856
76 H -1.65 -4.77 7.67  0.0000
77 H -2.49 -5.46 6.36  0.0000
78 H -0.78 -2.51 7.61  0.0000
79 H -0.66 -0.38 6.39  0.0000
80 H -2.69 -2.16 3.07  -0.0054
81 H -2.84 -4.28 4.27  0.0000
82 H 4.24 0.92 3.62  0.0001
83 H 3.67 0.38 1.10  -0.0002



[4]
Computed, not measured: C4H7N3S in the gas phase, with ωB97M-V/def2-TZVPD.

Computed properties:
Max |F| (eV/Å): 3.297
SMILES string: C/N=C1\CN=CN1S
HOMO energy (Eh): -0.306
Charge: 0
DFT total energy (eV): -19565.3279
Energy relative to the best compared isomer or geometry (same formula, charge and spin) (eV): 2.450
Kohn-Sham gap (eV): 9.147

Last column: natural (NBO) charge in e.
Geometry (Å):
1 C -1.84 -1.22 -0.05  -0.4277
2 N -0.33 -1.26 0.05  -0.4842
3 C 0.19 -0.13 0.15  0.4026
4 C -0.47 1.19 0.12  -0.3352
5 N 0.63 2.15 -0.02  -0.4481
6 C 1.72 1.53 -0.07  0.2783
7 N 1.58 0.12 0.05  -0.5747
8 S 2.82 -1.07 0.06  0.1686
9 H -2.20 -2.20 -0.15  0.2069
10 H -2.21 -0.75 0.90  0.1872
11 H -2.14 -0.67 -0.94  0.1857
12 H -1.17 1.19 1.08  0.2356
13 H -1.19 1.26 -0.74  0.2370
14 H 2.71 1.88 -0.11  0.1983
15 H 1.90 -2.02 -0.32  0.1696



[5]
Computed, not measured: a molecular structure, C22H27GeIrN3O2, with ωB97M-V/def2-TZVPD.

Computed properties:
Max |F| (eV/Å): 0.476
HOMO energy (alpha / beta) (Eh): -0.392 / -0.438
Charge: +1
Spin multiplicity: 5
DFT total energy (eV): -91163.9766
Energy relative to the best compared isomer or geometry (same formula, charge and spin) (eV): 0.000
Kohn-Sham gap (alpha / beta) (eV): 8.433 / 7.236

Last column: natural (NBO) charge in e.
Geometry (Å):
1 Ir -0.86 -0.44 0.94  1.1503
2 C 0.31 -3.01 -2.60  -0.7130
3 C -0.52 -2.12 -1.73  0.7207
4 N -1.74 -1.79 -2.14  -0.7804
5 O -0.05 -1.71 -0.64  -0.7205
6 H -0.13 -4.01 -2.62  0.2565
7 H 1.32 -3.07 -2.20  0.2549
8 H 0.34 -2.63 -3.62  0.2466
9 H -2.10 -2.14 -3.01  0.4175
10 H -2.33 -1.23 -1.53  0.4345
11 N -1.80 0.14 3.90  -0.3827
12 C -1.43 -0.05 2.82  -0.1734
13 Ge 1.54 1.80 0.59  1.6032
14 C 1.87 0.29 1.75  -0.5410
15 C 1.79 0.51 3.14  -0.1185
16 C 2.04 -0.51 4.03  -0.2119
17 C 2.38 -1.77 3.56  -0.1739
18 C 2.49 -2.01 2.20  -0.2062
19 C 2.24 -0.98 1.30  -0.2209
20 C 2.86 2.19 -0.75  -0.5180
21 C 2.94 3.49 -1.25  -0.1978
22 C 3.87 3.82 -2.22  -0.2026
23 C 4.74 2.86 -2.70  -0.1769
24 C 4.68 1.56 -2.21  -0.2241
25 C 3.75 1.23 -1.24  -0.1383
26 H 1.16 3.05 1.39  -0.1417
27 H 1.49 1.48 3.51  0.2180
28 H 1.96 -0.34 5.09  0.2327
29 H 2.57 -2.58 4.26  0.2274
30 H 2.76 -2.99 1.83  0.2218
31 H 2.32 -1.18 0.24  0.2156
32 H 2.27 4.26 -0.87  0.2182
33 H 3.92 4.84 -2.59  0.2278
34 H 5.47 3.12 -3.45  0.2270
35 H 5.37 0.81 -2.57  0.2246
36 H 3.73 0.22 -0.84  0.2035
37 C -0.14 1.33 -1.66  -0.2476
38 O -0.07 1.32 -0.23  -0.9156
39 H 0.44 0.51 -2.09  0.1800
40 H 0.25 2.27 -2.05  0.2031
41 H -1.19 1.23 -1.95  0.1863
42 C -3.42 1.92 0.15  -0.6894
43 C -3.94 0.54 0.30  0.3402
44 C -5.31 0.16 0.54  -0.2375
45 C -5.31 -1.18 0.73  -0.2576
46 C -3.94 -1.61 0.61  0.3351
47 C -3.41 -2.97 0.85  -0.6833
48 N -3.14 -0.55 0.31  -0.6564
49 H -4.02 2.48 -0.57  0.2492
50 H -2.37 1.92 -0.15  0.2355
51 H -3.50 2.44 1.11  0.2687
52 H -6.15 0.84 0.58  0.2424
53 H -6.15 -1.82 0.96  0.2440
54 H -4.02 -3.73 0.35  0.2488
55 H -3.45 -3.18 1.92  0.2700
56 H -2.38 -3.06 0.53  0.2254